This record from the OMol25 dataset describes a molecular structure, C33H48N2O10P2SZn. The level of theory is ωB97M-V/def2-TZVPD.

Computed properties:
Charge: -2
E, eV: -136296.00812
LUMO energy, Eh: 0.1556
ΔE to the lowest compared entry with this formula, charge and spin, kcal/mol: 0.0
Spin multiplicity: 1
Molar mass, g mol⁻¹: 792.16
Kohn-Sham gap, eV: 6.9

Structure (XYZ):
```
97
Properties=species:S:1:pos:R:3:forces:R:3:lowdin_charge:R:1
Zn -0.97690 -1.19369 0.27958 0.107 0.086 0.030 0.6018
O 0.61705 -1.38341 3.87607 0.023 0.010 0.034 0.0156
C 0.80625 -1.29397 2.66539 0.028 0.010 -0.049 -0.5972
O 0.12030 -0.55189 1.87485 -0.119 0.019 -0.016 -0.1376
C 1.97885 -2.06339 2.05361 -0.037 -0.017 -0.001 -0.1133
C 2.69224 -2.87926 2.92498 0.004 -0.009 -0.009 -0.0219
C 3.78747 -3.61082 2.50297 0.018 0.011 -0.049 -0.0851
C 4.19690 -3.52230 1.18112 -0.016 -0.001 0.050 -0.0891
C 3.49383 -2.71779 0.30019 -0.031 -0.009 0.014 -0.0901
C 2.37201 -1.99865 0.70957 0.024 0.001 -0.009 -0.2548
P 1.50137 -0.94405 -0.52708 0.064 0.012 0.061 1.1559
C 2.63607 0.50150 -0.41017 -0.008 0.053 0.063 -0.3172
C 3.89365 0.55154 -1.01178 -0.002 -0.029 0.003 -0.0992
C 4.73347 1.63561 -0.81083 0.016 -0.012 -0.010 -0.1019
C 4.33319 2.68059 0.01205 0.001 0.020 0.009 -0.1073
C 3.09342 2.63000 0.63038 -0.010 0.000 0.001 -0.0842
C 2.24488 1.54885 0.42263 0.017 -0.056 -0.095 -0.0889
C 1.91705 -1.66067 -2.15860 -0.066 -0.032 -0.004 -0.3580
C 1.76575 -3.03235 -2.37573 0.027 -0.006 0.002 -0.0988
C 1.86752 -3.54884 -3.66142 -0.015 0.002 0.036 -0.0754
C 2.10018 -2.71407 -4.74532 -0.002 -0.001 -0.018 -0.1134
C 2.21546 -1.34519 -4.54102 0.010 0.018 -0.008 -0.1113
C 2.11736 -0.82340 -3.25881 0.016 0.012 -0.005 -0.1238
H 2.33924 -2.92936 3.94559 0.003 0.006 -0.001 0.1113
H 4.31218 -4.25588 3.19800 -0.002 -0.004 0.001 0.0906
H 5.05006 -4.08983 0.82738 0.003 0.002 0.000 0.0911
H 3.81509 -2.66735 -0.73205 -0.005 -0.011 -0.020 0.0933
H 4.22198 -0.26777 -1.63991 -0.004 0.003 -0.009 0.0985
H 5.70599 1.66000 -1.28953 -0.001 -0.002 0.001 0.0905
H 4.98961 3.52830 0.17323 -0.005 0.002 -0.002 0.0891
H 2.77339 3.43997 1.27233 -0.004 0.008 0.005 0.0855
H 1.27026 1.51548 0.89630 0.011 0.014 0.016 0.0785
H 1.50356 -3.70916 -1.56473 0.054 0.035 -0.018 0.0730
H 1.73040 -4.61447 -3.79969 -0.002 -0.001 -0.007 0.1063
H 2.17020 -3.12146 -5.74769 0.002 -0.005 0.002 0.0865
H 2.37335 -0.67852 -5.38142 -0.001 0.002 0.002 0.0890
H 2.18664 0.24944 -3.11550 0.007 -0.002 0.003 0.0966
C -1.87360 -0.42546 -2.61596 0.001 -0.033 0.002 -0.0935
N -2.13189 -1.46506 -1.62392 -0.017 -0.019 0.001 -0.2781
C -1.91685 -2.77571 -2.25436 -0.001 -0.002 -0.003 -0.0680
C -3.50013 -1.35692 -1.09915 -0.003 -0.002 -0.005 -0.1773
C -3.66834 -2.16548 0.18239 -0.002 0.007 0.005 -0.1665
N -2.83727 -1.61137 1.26141 -0.025 0.010 -0.006 -0.2868
C -2.60021 -2.60403 2.32387 -0.004 0.021 0.017 -0.0548
C -3.45814 -0.42857 1.85783 -0.040 -0.031 -0.031 -0.0830
H -2.58189 -0.50415 -3.45605 0.002 0.006 -0.008 0.0911
H -0.86225 -0.55294 -3.00672 0.004 0.010 0.003 0.0826
H -1.95272 0.54460 -2.14043 -0.002 0.013 -0.002 0.0300
H -2.55347 -2.85331 -3.15095 -0.009 0.001 0.004 0.0913
H -2.13059 -3.59045 -1.56671 -0.007 0.009 -0.013 0.0550
H -0.87294 -2.86847 -2.54492 0.001 0.002 -0.016 0.0770
H -4.22214 -1.70704 -1.85373 0.000 0.003 -0.005 0.1226
H -3.69355 -0.29916 -0.90883 -0.002 -0.002 0.004 0.1096
H -3.35147 -3.19886 0.02811 -0.007 0.001 -0.001 0.0944
H -4.72740 -2.16104 0.48155 -0.002 -0.010 0.002 0.1248
H -3.54864 -2.82654 2.83584 0.004 -0.002 0.004 0.0898
H -1.89538 -2.18672 3.04391 -0.002 -0.002 -0.003 0.0886
H -2.19558 -3.51970 1.90327 0.003 -0.006 -0.002 0.0551
H -4.37769 -0.72016 2.38861 -0.001 -0.002 -0.009 0.0920
H -3.69073 0.32623 1.11418 0.020 -0.006 0.027 0.0552
H -2.76419 0.01327 2.56631 0.007 0.022 0.020 0.0694
C -1.36597 1.94228 3.86901 -0.018 -0.031 -0.002 -0.0330
C -0.60693 2.98662 3.06106 -0.022 0.042 -0.020 -0.6199
C -1.23744 4.36972 3.19995 0.028 0.009 -0.009 -0.0403
C 0.84584 3.01256 3.51166 0.028 -0.003 -0.006 -0.0325
O -0.54161 2.62295 1.66615 -0.040 -0.016 0.058 -0.1826
P -1.80811 2.40780 0.68262 -0.052 0.033 -0.080 0.2880
O -3.08979 2.62970 1.39647 0.003 -0.034 -0.008 -0.2926
O -1.56144 1.13423 -0.08167 0.014 -0.077 0.092 -0.3050
O -1.62816 3.68686 -0.31106 0.111 0.023 0.024 -0.1664
C -1.11013 3.77624 -1.63881 -0.047 -0.017 -0.014 -0.6369
C -2.22900 3.41130 -2.61116 0.010 -0.016 0.000 -0.0261
C 0.12658 2.91386 -1.86359 -0.016 0.005 0.007 -0.0281
C -0.74009 5.24739 -1.80482 0.002 0.004 -0.002 -0.0430
H -1.26780 2.16645 4.93484 -0.001 0.019 0.008 0.0845
H -0.94253 0.95242 3.68493 0.004 0.006 -0.014 0.0719
H -2.42034 1.95477 3.59787 0.004 -0.009 -0.002 0.0673
H -1.22751 4.68285 4.24794 0.006 -0.013 -0.004 0.0779
H -2.26417 4.34436 2.83826 -0.012 -0.001 0.003 0.0691
H -0.67336 5.09711 2.61043 0.001 -0.001 0.005 0.0823
H 0.90411 3.27503 4.57007 0.005 0.002 0.009 0.0827
H 1.40482 3.75316 2.93664 0.005 0.002 0.012 0.0666
H 1.29812 2.02976 3.37001 -0.002 0.007 -0.009 0.0902
H -2.57672 2.39945 -2.41349 -0.015 0.011 -0.004 0.0628
H -1.87981 3.46846 -3.64540 -0.001 0.000 -0.006 0.0830
H -3.07111 4.09395 -2.48123 0.004 -0.001 0.010 0.0840
H -0.09856 1.85777 -1.72857 0.018 0.000 0.001 0.0582
H 0.90675 3.18679 -1.15337 0.000 0.002 0.005 0.0760
H 0.50867 3.07816 -2.87526 -0.010 0.006 -0.001 0.0883
H -1.60766 5.87353 -1.58990 0.001 0.005 -0.003 0.0800
H -0.39916 5.44593 -2.82403 0.002 -0.001 0.002 0.0786
H 0.05788 5.50914 -1.10818 0.000 -0.001 0.001 0.0829
O 0.05216 -5.00345 1.56235 -0.031 0.001 -0.034 -0.3677
S -0.44795 -4.58859 0.25502 0.032 -0.020 0.092 0.2765
O 0.29231 -5.19731 -0.86230 -0.010 -0.020 0.010 -0.3966
O -0.24081 -3.06894 0.13461 -0.038 -0.005 -0.106 -0.4640
O -1.90339 -4.83902 0.12240 0.012 -0.025 0.001 -0.4215
```
Positions in Å, forces in eV/Å.

This record from the OMol25 dataset describes a molecular structure, C33H49AsGeNO6PReTe at a distorted geometry. The level of theory is ωB97M-V/def2-TZVPD.

Computed properties:
Charge: +1
E, eV: -184854.56848
LUMO energy, Eh: -0.1011
Spin multiplicity: 1
Molar mass, g mol⁻¹: 1048.07
Kohn-Sham gap, eV: 7.3

Structure (XYZ):
```
94
Properties=species:S:1:pos:R:3:forces:R:3:lowdin_charge:R:1
Re -0.94751 0.06773 0.77057 -0.345 -0.596 0.834 1.1983
N -1.43174 -4.47102 1.02833 0.464 0.260 -0.094 0.1829
C -0.34146 -3.65897 0.98945 -0.423 -0.224 -0.472 -0.5523
O 0.11882 -3.15395 2.00205 -0.035 -0.289 -0.262 -0.0800
C 0.24086 -3.39076 -0.38638 -0.222 0.024 0.039 -0.1039
C -0.24027 -2.07602 -1.03775 -0.034 0.128 0.246 -0.2457
H -1.85780 -4.65977 1.91740 -0.052 -0.028 0.093 0.1044
H -1.77921 -4.93492 0.20938 0.023 0.007 -0.023 0.1060
H -0.02264 -4.19916 -1.07386 0.127 -0.042 0.085 0.1254
H 1.31277 -3.37069 -0.25189 0.257 -0.069 -0.017 0.0832
H -1.32891 -2.10932 -1.05979 -0.123 0.031 -0.159 0.0733
H 0.09443 -2.08040 -2.08171 -0.079 0.013 0.028 0.1136
C -0.51326 2.87812 3.38476 0.117 -0.282 0.094 -0.0313
C -1.44934 2.96664 2.19741 0.201 -0.439 -0.305 -0.6400
C -1.01469 4.06934 1.25444 -0.007 0.059 -0.297 -0.0216
C -2.87212 3.18382 2.65345 -0.364 0.048 0.007 -0.0271
O -1.48890 1.70732 1.44797 0.474 0.699 -0.288 -0.3897
H -0.57305 3.80671 3.95699 0.022 -0.044 -0.030 0.0993
H 0.51284 2.71492 3.06009 0.041 0.027 0.002 0.0622
H -0.80211 2.04704 4.03128 0.001 0.035 0.015 0.0888
H -1.04499 5.02992 1.77197 -0.002 -0.025 -0.028 0.1014
H -1.68353 4.11737 0.39146 0.030 0.023 0.046 0.0948
H 0.00233 3.90445 0.89528 -0.208 0.178 0.085 0.0487
H -2.93906 4.13969 3.17852 -0.050 -0.067 -0.014 0.0986
H -3.19063 2.38944 3.32978 0.007 0.000 -0.012 0.0865
H -3.55037 3.20666 1.79555 0.064 0.008 0.091 0.0870
C -5.14337 -4.01584 -1.50346 0.019 -0.114 -0.153 -0.0606
C -4.93730 -3.09715 -0.33066 0.070 0.071 -0.002 -0.2620
O -3.86617 -2.16948 -0.66173 -0.311 -0.652 -0.427 -0.2738
P -3.64060 -0.86911 0.18468 0.741 0.580 -0.412 0.1391
O -2.55579 -0.06666 -0.57419 -0.743 -0.346 0.545 -0.4643
Te -2.69449 -1.29178 2.32368 0.341 0.010 -0.250 0.8404
O -5.01795 -0.14885 0.25976 -0.567 0.502 -0.228 -0.2645
C -5.66662 0.38443 -0.95953 0.231 -0.009 0.189 -0.2124
C -5.22397 1.80184 -1.21673 0.043 0.074 0.068 -0.0626
H -6.00349 -4.66485 -1.31793 0.108 0.058 -0.013 0.0903
H -4.26448 -4.64271 -1.66994 -0.071 0.044 -0.007 0.0775
H -5.33076 -3.44142 -2.41285 -0.021 -0.050 0.072 0.0865
H -4.64124 -3.64459 0.56338 0.054 -0.030 0.104 0.1068
H -5.84308 -2.53633 -0.10084 0.006 0.078 -0.030 0.1160
H -6.72623 0.32276 -0.75047 -0.165 -0.032 0.092 0.1219
H -5.43899 -0.27121 -1.79882 0.081 -0.080 -0.006 0.1181
H -5.45679 2.43530 -0.35964 -0.008 -0.021 -0.040 0.0837
H -5.75542 2.18983 -2.08778 0.011 -0.013 0.030 0.0893
H -4.15286 1.84966 -1.41152 -0.020 -0.021 -0.010 0.0699
C 2.81511 -1.82789 2.04177 0.063 -0.075 -0.186 -0.1665
As 1.58211 -0.77619 3.04345 -0.203 0.123 -0.167 1.0532
C 2.66991 0.40316 4.05544 0.138 0.186 0.063 -0.1815
C 0.65943 -1.87567 4.28911 -0.301 0.009 0.311 -0.2021
O 0.59105 0.25706 2.16528 0.249 0.324 0.370 -0.6502
H 3.75681 -1.82060 2.58773 0.054 -0.021 -0.034 0.0533
H 2.95767 -1.36460 1.07027 0.100 0.014 -0.089 0.0129
H 2.43262 -2.83619 1.93052 0.007 0.008 -0.003 0.0316
H 3.37677 -0.16561 4.65897 -0.008 0.018 0.004 0.0523
H 2.03316 1.00605 4.69674 -0.005 0.073 0.045 0.0449
H 3.20543 1.04643 3.35784 0.034 0.052 0.007 0.0402
H 1.28153 -2.74409 4.50419 -0.054 0.006 0.025 0.0587
H -0.27863 -2.21634 3.85269 0.239 0.085 0.188 -0.0248
H 0.49205 -1.29590 5.19169 -0.009 0.020 0.136 0.0474
C 0.26891 -0.79211 -0.36035 0.113 -0.099 0.169 -0.4215
Ge 1.84841 0.06875 -1.19060 -0.440 0.199 -0.085 0.9757
C 0.92649 0.97023 -2.66572 -0.153 0.218 -0.191 -0.2597
C 1.06634 0.55062 -3.99090 -0.169 0.169 0.016 -0.0969
C 0.36864 1.19093 -5.01678 0.063 -0.023 0.142 -0.0773
C -0.46756 2.26151 -4.73082 0.036 -0.067 0.019 -0.0842
C -0.62513 2.68397 -3.41505 0.074 -0.082 0.008 -0.0801
C 0.05826 2.03617 -2.39565 0.055 -0.088 -0.004 -0.1057
C 3.22857 -0.99911 -2.03516 0.270 -0.329 -0.195 -0.2860
C 4.11465 -0.23177 -2.80606 0.046 -0.217 -0.075 -0.1357
C 5.15920 -0.82698 -3.50237 -0.059 0.006 0.056 -0.0672
C 5.33482 -2.20559 -3.45220 -0.020 0.014 0.007 -0.0768
C 4.45784 -2.98346 -2.71049 -0.042 0.068 0.045 -0.0769
C 3.41531 -2.38312 -2.00670 0.230 0.240 -0.174 -0.0914
C 2.77035 1.38815 -0.08785 0.059 0.350 0.261 -0.2629
C 4.16312 1.37519 0.02367 -0.060 -0.003 0.177 -0.1074
C 4.84320 2.39169 0.69435 -0.106 -0.035 -0.018 -0.0769
C 4.13930 3.44833 1.25442 0.017 -0.015 -0.007 -0.0804
C 2.75098 3.47701 1.16297 0.034 -0.101 -0.023 -0.0789
C 2.08034 2.45567 0.50513 0.354 -0.187 -0.031 -0.1250
H 1.72440 -0.27626 -4.23678 -0.012 0.039 0.018 0.0966
H 0.48669 0.85462 -6.04059 0.003 0.013 0.055 0.1048
H -0.99817 2.76595 -5.52980 0.026 -0.030 0.032 0.1046
H -1.27721 3.51851 -3.18668 0.008 -0.022 0.002 0.1034
H -0.09444 2.37671 -1.37116 0.017 -0.045 -0.154 0.0767
H 3.98236 0.84448 -2.87739 0.022 -0.059 0.022 0.1122
H 5.83454 -0.21379 -4.08708 -0.030 -0.025 0.018 0.1093
H 6.15034 -2.67094 -3.99494 -0.071 0.040 0.037 0.1079
H 4.58170 -4.06087 -2.67734 -0.014 0.092 0.008 0.1062
H 2.75393 -3.01965 -1.44671 -0.128 -0.072 0.119 0.0685
H 4.73407 0.56322 -0.41186 0.001 0.040 0.002 0.0932
H 5.92454 2.36158 0.76503 -0.058 -0.009 -0.010 0.1067
H 4.66849 4.25192 1.75513 -0.038 -0.073 -0.022 0.1074
H 2.19648 4.29944 1.60431 0.027 -0.063 -0.037 0.1049
H 1.00434 2.49134 0.46616 -0.045 -0.153 -0.044 0.0411
```
Positions in Å, forces in eV/Å.